(1)
C24H26CoN5O8S | ωB97M-V with the def2-TZVPD basis set

Last column: Löwdin spin population.
Element x y z (Å)
Co1 0.064 -0.034 0.103  0.971
O1 0.072 1.090 -2.460  -0.001
C1 -0.767 0.112 -3.028  0.000
C2 -1.927 -0.312 -2.143  -0.001
N1 -1.607 -0.851 -0.794  -0.013
C3 -2.656 -0.377 0.133  -0.001
C4 -2.526 1.151 0.264  0.001
O2 -3.509 1.812 0.571  0.000
O3 -1.335 1.572 0.061  0.008
C5 -1.570 -2.323 -0.847  -0.001
C6 -0.907 -2.872 0.422  0.001
O4 -1.385 -3.858 0.996  0.001
O5 0.109 -2.199 0.746  0.016
H1 -0.451 1.667 -1.880  0.000
H2 -0.125 -0.729 -3.295  0.000
H3 -1.222 0.481 -3.958  0.000
H4 -2.519 -1.061 -2.682  0.000
H5 -2.575 0.557 -2.019  0.000
H6 -2.511 -0.849 1.107  0.000
H7 -3.659 -0.635 -0.224  0.000
H8 -0.943 -2.608 -1.695  0.000
H9 -2.573 -2.738 -1.000  0.000
C7 3.803 -1.552 6.446  0.000
C8 3.520 -0.692 5.244  0.000
C9 4.403 -0.635 4.174  0.000
C10 4.122 0.133 3.052  0.000
C11 2.934 0.844 2.985  0.000
C12 2.062 0.836 4.068  0.000
C13 2.355 0.070 5.182  0.000
S1 2.523 1.749 1.510  -0.001
O6 3.783 2.209 0.977  -0.001
O7 1.506 2.688 1.884  0.000
N2 1.863 0.697 0.500  -0.011
C14 2.579 -0.103 -0.361  0.000
C15 3.964 -0.286 -0.511  0.000
C16 4.395 -1.201 -1.442  0.000
C17 3.484 -1.930 -2.205  0.000
C18 2.144 -1.689 -1.991  0.001
N3 1.712 -0.799 -1.104  0.010
H10 4.799 -1.991 6.392  0.000
H11 3.079 -2.366 6.518  0.000
H12 3.735 -0.976 7.369  0.000
H13 5.328 -1.199 4.216  0.000
H14 4.826 0.183 2.236  0.000
H15 1.166 1.437 4.031  0.000
H16 1.660 0.052 6.013  0.000
H17 4.659 0.302 0.063  0.000
H18 5.460 -1.353 -1.577  0.000
H19 3.805 -2.655 -2.940  0.000
H20 1.384 -2.231 -2.541  0.000
N4 -0.888 -3.580 4.263  0.000
C19 -1.073 -2.491 5.039  0.000
O8 -1.188 -2.544 6.256  0.000
C20 -1.128 -1.181 4.310  0.001
C21 -1.937 -0.153 4.768  0.000
C22 -1.973 1.027 4.048  0.000
C23 -1.242 1.121 2.871  0.001
N5 -0.471 0.130 2.407  0.017
C24 -0.385 -0.975 3.158  0.002
H21 -0.874 -4.469 4.733  0.000
H22 -0.937 -3.579 3.243  0.000
H23 -2.515 -0.290 5.673  0.000
H24 -2.583 1.862 4.362  0.000
H25 -1.273 2.012 2.261  0.000
H26 0.295 -1.733 2.807  0.000

Values from the calculation:
ΔE to the lowest compared entry with this formula, charge and spin (kJ/mol): 71.8
Total energy (eV): -97607.3154
Net charge: -1
Expectation value of S²: 0.76
Orbital gap (alpha / beta) (eV): 8.4 / 8.3
Spin multiplicity: 2

(2)
C24H26CuN5OS | ωB97M-V with the def2-TZVPD basis set

Last column: Mulliken charge in e.
Element x y z (Å)
Cu1 0.231 -0.857 0.341  -0.957
C1 -2.394 -0.076 3.761  -1.784
C2 -1.798 -0.201 2.397  0.421
N1 -0.473 -0.561 2.264  0.649
N2 0.144 -1.025 3.299  -0.411
C3 1.407 -1.553 3.281  -0.348
N3 1.776 -1.916 4.633  -0.628
S1 1.749 -2.952 2.158  -0.376
C4 -2.518 -0.093 1.210  0.944
C5 -3.904 0.284 1.143  -1.179
C6 -4.547 0.339 -0.061  -0.242
C7 -3.859 0.030 -1.248  -0.957
C8 -2.524 -0.317 -1.109  -0.248
N4 -1.862 -0.393 0.033  0.181
H1 -1.743 0.483 4.446  0.388
H2 -3.337 0.467 3.736  0.404
H3 -2.592 -1.048 4.248  0.278
H4 -0.318 -1.042 4.210  0.474
H5 2.644 -1.477 4.903  0.250
H6 1.905 -2.923 4.717  0.197
H7 -4.445 0.533 2.047  0.178
H8 -5.594 0.631 -0.091  0.356
H9 -4.322 0.068 -2.224  0.365
H10 -1.929 -0.547 -1.991  0.387
N5 1.554 0.022 -0.829  -0.646
C9 1.485 1.131 -1.406  0.257
C10 0.298 2.078 -1.324  0.566
C11 -0.329 2.286 -0.096  -0.363
C12 -1.484 3.047 -0.006  -0.469
C13 -2.042 3.613 -1.145  -0.500
C14 -1.428 3.419 -2.374  -0.743
C15 -0.264 2.664 -2.457  -0.198
C16 2.638 1.618 -2.290  0.330
C17 3.526 0.659 -2.784  -0.435
C18 4.622 1.024 -3.546  -0.516
C19 4.869 2.366 -3.826  -0.304
C20 4.005 3.331 -3.331  -0.736
C21 2.897 2.958 -2.575  -0.197
H11 0.074 1.788 0.779  0.260
H12 -1.970 3.158 0.956  0.313
H13 -2.965 4.180 -1.078  0.349
H14 -1.864 3.836 -3.276  0.334
H15 0.204 2.503 -3.423  0.473
H16 3.318 -0.369 -2.512  0.433
H17 5.292 0.258 -3.922  0.348
H18 5.730 2.653 -4.420  0.345
H19 4.189 4.381 -3.530  0.346
H20 2.227 3.719 -2.193  0.397
C22 -0.556 -4.957 1.280  -0.857
O1 -0.620 -3.577 1.055  -0.136
C23 0.655 -2.914 0.771  0.775
C24 1.346 -3.566 -0.416  -1.514
H21 0.251 -5.218 1.978  0.299
H22 -0.411 -5.530 0.350  0.279
H23 -1.508 -5.268 1.723  0.206
H24 1.688 -4.609 -0.269  0.373
H25 2.214 -2.967 -0.692  0.270
H26 0.666 -3.569 -1.275  0.322

Values from the calculation:
Total energy (eV): -90278.4281
Net charge: -2
Orbital gap (alpha / beta) (eV): 3.9 / 4.0

(3)
C24H26F3InN4OP | ωB97M-V with the def2-TZVPD basis set

Last column: Mulliken charge in e.
Element x y z (Å)
C1 0.106 3.190 -1.719  -0.593
C2 -0.624 2.399 -0.951  0.116
C3 -1.448 1.311 -0.100  -0.553
In1 -3.690 1.428 -0.334  0.663
P1 -4.564 3.641 -1.215  0.317
O1 -3.781 4.902 -0.736  -0.689
C4 -4.341 -0.312 -1.691  0.273
F1 -3.234 -0.684 -2.561  -0.241
F2 -4.575 -1.445 -0.784  -0.259
F3 -5.544 0.017 -2.453  -0.275
H1 0.930 3.567 -2.438  0.295
H2 -1.169 1.363 1.031  0.226
H3 -1.122 0.247 -0.448  0.062
H4 -4.445 1.115 1.275  -0.316
H5 -4.724 3.566 -2.657  0.000
H6 -5.923 3.778 -0.700  -0.012
N1 -0.381 -1.394 1.476  -0.129
C5 0.827 -1.827 1.073  -0.322
C6 1.328 -3.088 1.357  -0.564
C7 0.542 -3.954 2.103  -0.100
C8 -0.709 -3.533 2.534  -0.624
C9 -1.122 -2.254 2.195  -0.326
H7 1.405 -1.112 0.496  0.470
H8 2.309 -3.384 1.004  0.407
H9 0.900 -4.949 2.347  0.365
H10 -1.348 -4.184 3.118  0.388
H11 -2.093 -1.880 2.505  0.456
N2 -2.192 -1.405 -8.528  -0.582
C10 -1.355 -1.784 -7.547  -0.200
C11 -1.660 -1.705 -6.198  -0.447
C12 -2.902 -1.201 -5.835  0.015
C13 -3.786 -0.800 -6.826  -0.481
C14 -3.388 -0.922 -8.148  -0.167
H12 -0.396 -2.168 -7.882  0.339
H13 -0.947 -2.028 -5.450  0.361
H14 -3.177 -1.122 -4.788  0.453
H15 -4.762 -0.402 -6.578  0.361
H16 -4.046 -0.625 -8.959  0.343
N3 2.425 3.685 0.011  -0.215
C15 1.740 4.304 0.988  -0.112
C16 2.261 4.574 2.244  -0.660
C17 3.565 4.181 2.512  -0.113
C18 4.296 3.539 1.522  -0.445
C19 3.686 3.317 0.297  -0.310
H17 0.724 4.588 0.730  0.414
H18 1.663 5.078 2.993  0.360
H19 4.008 4.374 3.484  0.359
H20 5.316 3.218 1.698  0.345
H21 4.217 2.822 -0.510  0.351
N4 4.424 -1.553 3.975  -0.544
C20 3.096 -1.760 4.030  -0.378
C21 2.465 -2.453 5.051  -0.268
C22 3.247 -2.966 6.077  -0.358
C23 4.621 -2.769 6.045  -0.326
C24 5.156 -2.060 4.982  -0.227
H22 2.529 -1.343 3.205  0.629
H23 1.390 -2.587 5.045  0.398
H24 2.789 -3.515 6.893  0.356
H25 5.260 -3.157 6.829  0.354
H26 6.224 -1.876 4.915  0.358

Values from the calculation:
ΔE to the lowest compared entry with this formula, charge and spin (kJ/mol): 136.9
Total energy (eV): -55928.4959
Net charge: -1
Orbital gap (eV): 7.1

Question: Which formula does entry 3 have?
Answer: C24H26F3InN4OP

Question: The highest total energy belongs to which entry?
Answer: C24H26F3InN4OP